Computed, not measured: a 9-piece molecular cluster, C20H61N7O12 overall, with the ωB97M-V functional and the def2-TZVPD basis.

Output
E_LUMO, eV: -0.28
DFT total energy, Eh: -2084.69465
Kohn-Sham gap, Ha: 0.2831

Cartesian coordinates (Å):
1 C 18.243 2.996 -16.256
2 O 18.628 2.932 -14.886
3 C 19.983 3.256 -14.674
4 C 20.444 2.772 -13.304
5 N 20.740 1.339 -13.434
6 C 21.250 0.768 -12.205
7 C 21.409 -0.741 -12.239
8 O 22.667 -1.134 -12.790
9 C 23.236 -2.160 -12.025
10 H 17.162 3.068 -16.360
11 H 18.699 2.196 -16.843
12 H 18.604 3.979 -16.590
13 H 20.260 4.294 -14.884
14 H 20.577 2.658 -15.377
15 H 19.598 2.846 -12.603
16 H 21.231 3.374 -12.855
17 H 19.958 0.867 -13.863
18 H 20.655 1.116 -11.343
19 H 22.215 1.244 -11.994
20 H 20.522 -1.180 -12.701
21 H 21.342 -0.978 -11.173
22 H 24.203 -2.349 -12.497
23 H 22.648 -3.084 -11.983
24 H 23.478 -1.886 -10.989
25 C 14.030 3.503 -23.984
26 O 13.335 2.615 -23.129
27 C 12.887 3.231 -21.922
28 C 12.681 2.114 -20.896
29 N 13.855 1.521 -20.300
30 C 14.746 0.704 -21.134
31 C 14.094 -0.665 -21.455
32 O 14.883 -1.516 -22.232
33 C 14.345 -2.759 -22.564
34 H 13.314 4.033 -24.625
35 H 14.577 2.887 -24.698
36 H 14.705 4.238 -23.545
37 H 12.016 3.863 -22.119
38 H 13.730 3.841 -21.569
39 H 12.056 1.370 -21.403
40 H 11.974 2.435 -20.124
41 H 14.391 2.232 -19.825
42 H 15.623 0.570 -20.506
43 H 14.984 1.263 -22.040
44 H 13.097 -0.595 -21.912
45 H 13.904 -1.124 -20.472
46 H 13.898 -3.278 -21.710
47 H 14.986 -3.435 -23.130
48 H 13.522 -2.694 -23.295
49 C 10.459 -5.678 -19.016
50 O 11.563 -5.014 -18.465
51 C 11.424 -3.639 -18.132
52 C 12.789 -3.205 -17.617
53 N 13.754 -3.332 -18.687
54 C 15.084 -2.875 -18.307
55 C 16.194 -3.366 -19.222
56 O 16.170 -4.780 -19.235
57 C 16.697 -5.364 -20.402
58 H 10.751 -6.632 -19.447
59 H 10.069 -5.075 -19.849
60 H 9.656 -5.762 -18.277
61 H 10.703 -3.625 -17.308
62 H 11.161 -3.026 -18.996
63 H 13.028 -3.889 -16.783
64 H 12.749 -2.253 -17.082
65 H 13.703 -4.281 -19.033
66 H 15.241 -3.090 -17.241
67 H 15.041 -1.794 -18.477
68 H 17.161 -2.974 -18.895
69 H 15.992 -2.952 -20.216
70 H 16.750 -6.447 -20.324
71 H 17.722 -5.013 -20.570
72 H 16.061 -5.076 -21.246
73 N 20.520 -0.752 -15.822
74 C 19.804 -0.496 -16.977
75 N 18.567 -1.030 -16.959
76 O 20.278 0.081 -17.946
77 H 21.509 -0.566 -15.867
78 H 20.236 -1.393 -15.109
79 H 18.155 -1.456 -16.161
80 H 18.017 -0.860 -17.791
81 N 15.201 5.581 -17.555
82 C 14.948 4.241 -17.547
83 N 14.156 3.797 -16.539
84 O 15.244 3.515 -18.506
85 H 15.506 5.907 -18.456
86 H 14.714 6.120 -16.866
87 H 13.926 4.356 -15.740
88 H 13.903 2.816 -16.533
89 O 17.755 3.871 -19.946
90 H 16.913 3.707 -19.489
91 H 18.054 4.725 -19.617
92 O 16.186 0.480 -18.237
93 H 16.019 1.434 -18.196
94 H 15.969 0.168 -17.350
95 O 13.497 1.132 -16.217
96 H 13.275 0.715 -17.061
97 H 14.137 0.531 -15.806
98 O 15.835 -0.394 -15.559
99 H 15.937 0.400 -15.013
100 H 16.444 -1.029 -15.173

=====

Computed, not measured: a 3-piece molecular cluster, C4H14NO3 overall, with the ωB97M-V functional and the def2-TZVPD basis.

Output
E_LUMO, eV: -2.89
DFT total energy, Eh: -441.04705
Kohn-Sham gap, Ha: 0.4262
Charge: +1

Cartesian coordinates (Å):
1 O -1.302 -3.114 -0.061
2 C -1.879 -2.063 -0.147
3 C -1.112 -0.782 -0.333
4 N 0.335 -1.073 -0.244
5 C 0.863 -1.144 1.160
6 C 0.939 0.218 1.801
7 H -2.978 -1.990 -0.142
8 H -1.349 -0.261 -1.265
9 H -1.374 -0.052 0.434
10 H 0.861 -0.323 -0.739
11 H 0.517 -1.975 -0.687
12 H 1.886 -1.529 1.041
13 H 0.292 -1.881 1.717
14 H 0.039 0.843 1.802
15 H 1.753 0.822 1.401
16 H 1.211 0.070 2.844
17 H -0.940 3.504 -1.629
18 H -0.407 3.685 -0.198
19 O -0.733 3.016 -0.820
20 H 0.571 1.899 -1.747
21 H 1.653 1.015 -2.503
22 O 1.153 1.118 -1.686

=====

Computed, not measured: one molecule with the formula C5H6O2, with the ωB97M-V functional and the def2-TZVPD basis.

Output
E_LUMO, eV: 0.06
DFT total energy, Eh: -344.46350
Kohn-Sham gap, Ha: 0.3630

Cartesian coordinates (Å):
1 C 2.521 -0.996 0.064
2 C 1.374 -0.712 -0.175
3 C 0.011 -0.252 -0.427
4 C -0.148 1.537 -0.476
5 O 0.154 2.231 0.455
6 C -0.994 -0.697 0.628
7 O -2.137 0.075 0.350
8 H 3.552 -1.193 0.274
9 H -0.350 -0.607 -1.403
10 H -0.466 2.045 -1.429
11 H -0.612 -0.550 1.651
12 H -1.206 -1.769 0.500
13 H -1.699 0.887 -0.014

=====

- Among the records above, which one has the lowest DFT total energy?
  C20H61N7O12